Molecular formula: C46H39MnN8O2S4
Method: DFT, the ωB97M-V functional and the def2-TZVPD basis

Last column: Mulliken charge in e.
Atoms and positions in Å:
Mn -1.30 -1.34 -0.46  -0.264
N -0.04 -1.42 0.99  -0.374
S 1.28 -0.93 1.37  1.718
N 1.66 0.64 1.18  0.156
S 1.99 1.54 -0.02  1.155
N 0.91 1.99 -1.03  -0.119
S -0.23 1.22 -1.85  2.049
N -0.39 -0.25 -1.74  -0.613
C -1.66 2.16 -1.41  0.431
C -2.75 2.10 -2.27  -0.650
C -3.94 2.70 -1.88  -0.843
C -4.02 3.34 -0.65  -0.587
C -2.92 3.39 0.20  -0.738
C -1.73 2.79 -0.18  -0.089
C 0.12 1.67 -3.52  -0.496
C 0.18 0.67 -4.47  0.152
C 0.48 1.01 -5.78  -0.926
C 0.71 2.34 -6.11  -0.477
C 0.64 3.34 -5.14  -0.828
C 0.34 3.01 -3.83  -0.495
C 3.41 0.99 -0.91  0.638
C 4.54 0.64 -0.18  -0.560
C 5.67 0.23 -0.85  -0.745
C 5.67 0.18 -2.25  -0.761
C 4.54 0.54 -2.96  -0.774
C 3.40 0.96 -2.30  0.002
C 2.48 3.06 0.73  0.202
C 3.09 4.01 -0.09  -0.804
C 3.45 5.22 0.48  -0.731
C 3.20 5.47 1.82  -0.579
C 2.60 4.51 2.61  -0.886
C 2.23 3.28 2.07  -0.136
C 1.53 -1.05 3.12  -0.075
C 2.43 -0.24 3.80  -0.037
C 2.60 -0.43 5.16  -0.896
C 1.88 -1.42 5.82  -0.625
C 0.98 -2.22 5.13  -0.776
C 0.80 -2.04 3.76  -0.586
C 2.63 -1.84 0.65  0.668
C 2.54 -2.11 -0.71  -0.350
C 3.56 -2.81 -1.32  -0.748
C 4.64 -3.28 -0.57  -0.744
C 4.70 -3.02 0.79  -0.916
C 3.70 -2.30 1.41  -0.315
H -2.68 1.60 -3.23  0.487
H -4.80 2.67 -2.54  0.441
H -4.95 3.81 -0.35  0.443
H -2.99 3.88 1.16  0.486
H -0.87 2.82 0.47  0.373
H -0.01 -0.36 -4.18  0.418
H 0.53 0.25 -6.54  0.491
H 0.94 2.61 -7.14  0.449
H 0.80 4.37 -5.41  0.460
H 0.28 3.77 -3.07  0.461
H 4.53 0.69 0.91  0.313
H 6.56 -0.05 -0.30  0.503
H 6.56 -0.13 -2.77  0.442
H 4.55 0.51 -4.04  0.531
H 2.52 1.26 -2.85  0.310
H 3.28 3.81 -1.13  0.451
H 3.93 5.98 -0.14  0.464
H 3.49 6.42 2.25  0.424
H 2.40 4.71 3.66  0.471
H 1.75 2.53 2.67  0.615
H 2.99 0.53 3.28  0.437
H 3.29 0.19 5.71  0.472
H 2.02 -1.56 6.88  0.421
H 0.42 -2.98 5.64  0.469
H 0.10 -2.64 3.20  0.481
H 1.69 -1.75 -1.28  0.313
H 3.51 -3.02 -2.38  0.518
H 5.42 -3.84 -1.06  0.453
H 5.53 -3.40 1.37  0.459
H 3.75 -2.12 2.48  0.456
N -7.81 -1.64 4.45  -0.448
C -6.90 -1.55 3.45  1.148
C -7.21 -2.03 2.16  -0.769
C -6.30 -1.93 1.14  -0.526
C -5.05 -1.35 1.39  -0.356
C -4.72 -0.88 2.66  -0.419
C -5.64 -0.98 3.68  -0.920
S -3.91 -1.27 0.12  1.817
O -3.00 -0.11 0.28  -0.423
O -4.56 -1.40 -1.16  -0.706
N -2.74 -2.42 0.29  0.090
C -2.71 -3.46 -0.64  0.687
N -3.67 -4.35 -0.78  -0.575
C -3.48 -5.24 -1.75  -0.258
C -2.35 -5.24 -2.57  -0.720
C -1.41 -4.26 -2.34  0.009
N -1.58 -3.37 -1.36  -0.045
H -8.70 -2.08 4.30  0.198
H -7.59 -1.33 5.38  0.193
H -8.18 -2.47 1.97  0.314
H -6.54 -2.29 0.15  0.474
H -3.75 -0.44 2.84  0.477
H -5.39 -0.61 4.66  0.311
H -4.26 -5.99 -1.88  0.434
H -2.22 -5.98 -3.34  0.402
H -0.51 -4.18 -2.93  0.469

Output
Energy above the lowest of the compared OMol25 structures with the same formula, charge and spin ... 0.3535 eV
Energy ... -138993.6304 eV
HOMO energy (alpha / beta) ... -12.14 / -12.17 eV
Expectation value of S² ... 6.071
HOMO-LUMO gap (alpha / beta) ... 0.223 / 0.279 hartree
Spin multiplicity ... 5
Net charge ... +2

Molecular formula: C46H39O3P2SW
Method: DFT, the ωB97M-V functional and the def2-TZVPD basis

Last column: Mulliken charge in e.
Atoms and positions in Å:
W -0.89 -0.20 -0.31  0.148
O -0.96 -0.93 2.85  -0.786
S -0.34 0.11 2.02  1.399
C -0.91 1.71 2.50  0.435
C -1.23 1.92 3.83  -0.631
C -1.68 3.19 4.19  -1.007
C -1.80 4.20 3.24  -0.804
C -1.50 3.95 1.91  -0.259
C -1.07 2.69 1.52  -0.729
P -0.80 2.29 -0.21  2.905
C 0.13 3.64 -0.92  0.758
C -0.12 4.05 -2.23  -1.084
C 0.60 5.11 -2.76  -0.792
C 1.57 5.75 -1.99  -0.563
C 1.83 5.33 -0.69  -0.971
C 1.12 4.26 -0.15  -0.127
C -2.37 2.13 -1.05  0.147
C -3.59 2.49 -0.47  -0.880
C -4.76 2.19 -1.14  -0.788
C -4.72 1.50 -2.36  -0.628
C -3.52 1.14 -2.94  -1.130
C -2.33 1.45 -2.27  -0.204
C 1.40 0.12 2.28  0.823
C 1.89 0.48 3.53  -0.944
C 3.25 0.39 3.75  -0.843
C 4.10 -0.04 2.72  -0.970
C 3.60 -0.38 1.48  -0.295
C 2.23 -0.32 1.25  -0.388
P 1.57 -0.72 -0.39  2.085
C 2.01 -2.41 -0.81  0.976
C 1.83 -2.81 -2.14  -0.950
C 2.30 -4.04 -2.57  -0.724
C 2.92 -4.89 -1.66  -0.789
C 3.06 -4.52 -0.33  -0.819
C 2.60 -3.28 0.10  -0.795
C 2.54 0.34 -1.49  0.657
C 2.50 1.71 -1.23  0.438
C 3.29 2.59 -1.95  -0.625
C 4.13 2.09 -2.95  -0.973
C 4.18 0.73 -3.20  -0.882
C 3.39 -0.16 -2.48  -0.817
H -1.16 1.12 4.56  0.620
H -1.93 3.39 5.23  0.486
H -2.15 5.18 3.54  0.520
H -1.62 4.74 1.17  0.610
H -0.89 3.59 -2.83  0.457
H 0.40 5.45 -3.76  0.506
H 2.13 6.58 -2.40  0.465
H 2.57 5.83 -0.09  0.419
H 1.31 3.95 0.87  0.348
H -3.63 3.00 0.49  0.435
H -5.71 2.48 -0.72  0.482
H -5.65 1.26 -2.87  0.480
H -3.50 0.65 -3.90  0.548
H -1.39 1.26 -2.76  0.705
H 1.23 0.81 4.32  0.524
H 3.66 0.66 4.71  0.481
H 5.17 -0.09 2.90  0.485
H 4.27 -0.70 0.69  0.641
H 1.38 -2.14 -2.87  0.543
H 2.19 -4.34 -3.61  0.507
H 3.31 -5.85 -2.00  0.453
H 3.54 -5.19 0.37  0.504
H 2.74 -2.98 1.13  0.553
H 1.90 2.10 -0.42  -0.226
H 3.26 3.65 -1.74  0.526
H 4.75 2.77 -3.52  0.452
H 4.85 0.34 -3.96  0.491
H 3.46 -1.21 -2.68  0.526
C -0.51 -6.16 0.38  -1.743
C -1.17 -4.82 0.52  -0.082
C -1.07 -3.83 -0.45  -0.316
C -1.82 -2.64 -0.37  0.712
C -2.02 -1.88 -1.68  -1.705
C -2.70 -2.48 0.75  1.860
C -2.80 -3.43 1.74  0.334
C -3.68 -3.26 2.96  -1.683
C -2.02 -4.57 1.60  -0.851
C -3.45 -1.22 0.87  -0.210
O -4.57 -1.05 1.20  -0.471
O -2.63 -0.16 0.51  -0.009
H 0.18 -6.19 -0.45  0.332
H -1.26 -6.94 0.21  0.400
H 0.02 -6.43 1.30  0.438
H -0.48 -4.03 -1.33  0.685
H -1.83 -2.53 -2.52  0.642
H -1.25 -1.07 -1.96  0.438
H -3.00 -1.44 -1.78  0.504
H -3.33 -2.43 3.58  0.266
H -3.68 -4.16 3.56  0.438
H -4.71 -3.04 2.68  0.411
H -2.11 -5.35 2.36  0.499

Output
Energy ... -85689.4169 eV
HOMO energy (alpha / beta) ... -16.67 / -16.75 eV
Expectation value of S² ... 2.026
HOMO-LUMO gap (alpha / beta) ... 0.222 / 0.241 hartree
Spin multiplicity ... 3
Net charge ... +3